DFT (the ωB97M-V functional and the def2-TZVPD basis) results for C44H41AlBCl2GeI2N9O5 as an isolated structure.

Results
- charge = 0
- highest occupied orbital energy (hartree) = -0.2723
- LUMO energy (eV) = -0.21
- HOMO-LUMO gap (eV) = 7.20

CARTESIAN COORDINATES (ANGSTROEM)
Al1 0.2713 -0.1349 0.2620
C1 0.7960 -0.9969 5.4994
N1 0.4386 -0.3187 4.2571
C2 0.6241 -0.7624 3.0294
N2 0.2568 0.1955 2.1735
C3 -0.1689 1.2208 2.9760
N3 -0.0637 0.9423 4.2468
C4 1.8979 -0.2666 6.2252
C5 1.8727 -0.1653 7.6083
C6 2.8921 0.4927 8.2848
C7 3.9358 1.0675 7.5845
C8 3.9627 0.9686 6.1954
C9 2.9523 0.2962 5.5206
C10 5.0607 1.5840 5.4537
N4 6.0672 2.2469 5.9024
N5 6.8236 2.6130 4.7943
C11 6.2130 2.1420 3.7670
O1 5.0781 1.4763 4.0999
C12 6.6000 2.2095 2.3592
C13 7.8023 2.8100 2.0050
C14 8.1874 2.8220 0.6745
C15 7.3859 2.2327 -0.2913
C16 6.1776 1.6419 0.0610
C17 5.3332 1.0206 -1.0281
N6 4.1961 0.2798 -0.5122
C18 2.9159 0.5795 -0.6001
N7 2.2111 -0.3270 0.0751
C19 3.1644 -1.1884 0.5681
N8 4.3740 -0.8439 0.2282
C20 5.7842 1.6387 1.3882
H1 1.1007 -2.0072 5.2135
H2 -0.0994 -1.0589 6.1157
H3 1.0242 -1.7559 2.8055
H4 -0.5523 2.1441 2.5758
H5 1.0478 -0.5962 8.1632
H6 2.8618 0.5659 9.3636
H7 4.7308 1.5949 8.0936
H8 2.9915 0.2176 4.4413
H9 8.4259 3.2456 2.7736
H10 9.1250 3.2797 0.3892
H11 7.7075 2.2290 -1.3267
H12 5.9302 0.3370 -1.6310
H13 4.9297 1.7886 -1.6893
H14 2.5031 1.4184 -1.1336
H15 2.9421 -2.0606 1.1793
H16 4.8623 1.1641 1.6923
Cl1 -4.5262 1.2385 -3.6903
C21 -5.3557 0.9795 -2.1888
C22 -6.5614 0.3024 -2.1944
C23 -7.2101 0.0461 -0.9965
C24 -6.6480 0.4637 0.1973
C25 -5.4484 1.1519 0.1793
Cl2 -4.7376 1.6475 1.6882
C26 -4.7687 1.4407 -1.0069
N9 -3.5387 2.0979 -1.0206
C27 -3.4264 3.3753 -1.6390
C28 -4.5333 4.1953 -1.8169
C29 -4.3954 5.4412 -2.4092
C30 -3.1458 5.8828 -2.8087
C31 -2.0427 5.0613 -2.6277
C32 -2.1621 3.8011 -2.0584
C33 -0.9771 2.8805 -2.0005
C34 -0.6190 2.3009 -0.6553
O2 -1.1162 2.6525 0.4011
O3 0.3015 1.3596 -0.7284
H17 -6.9745 -0.0319 -3.1358
H18 -8.1483 -0.4912 -0.9945
H19 -7.1266 0.2580 1.1444
H20 -3.0750 2.0944 -0.1197
H21 -5.5062 3.8526 -1.4861
H22 -5.2660 6.0699 -2.5449
H23 -3.0283 6.8579 -3.2626
H24 -1.0638 5.3968 -2.9518
H25 -0.0840 3.3901 -2.3700
H26 -1.1313 2.0258 -2.6673
O4 1.5352 -1.0129 -2.9566
B1 0.7704 -2.1284 -2.6241
O5 -0.4480 -2.1195 -3.2664
C35 -0.4619 -0.9466 -3.9961
C36 -1.4693 -0.4380 -4.7815
C37 -1.2062 0.7779 -5.4119
C38 0.0123 1.4304 -5.2552
C39 1.0196 0.9067 -4.4472
C40 0.7429 -0.2863 -3.8216
H27 -2.4127 -0.9535 -4.8943
H28 -1.9691 1.2234 -6.0367
H29 0.1784 2.3701 -5.7654
H30 1.9691 1.4085 -4.3181
C41 -1.7391 -3.2882 2.0531
Ge1 -2.3801 -2.5915 0.3452
C42 -2.4350 -3.9507 -1.0601
C43 -4.2446 -2.0268 0.5799
C44 -1.4104 -0.9584 -0.1720
H31 -2.2698 -4.2062 2.3108
H32 -1.9383 -2.5558 2.8402
H33 -0.6712 -3.5130 2.0427
H34 -2.9025 -4.8516 -0.6587
H35 -1.4587 -4.2207 -1.4543
H36 -3.0515 -3.5844 -1.8830
H37 -4.8737 -2.8805 0.8399
H38 -4.6288 -1.5880 -0.3443
H39 -4.3323 -1.2854 1.3750
H40 -2.0102 -0.1681 0.3173
H41 -1.5983 -0.8038 -1.2420
I1 1.3919 -3.5045 -1.1844
I2 2.1850 -4.0088 2.7808

Löwdin population analysis, charges in e, atoms 1 to 2: 0.184 -0.057

---

DFT (the ωB97M-V functional and the def2-TZVPD basis) results for C44H41Cl3GeI2N5O6PSSn as an isolated structure.

Results
- charge = +3
- highest occupied orbital energy (alpha / beta) (hartree) = -0.5476 / -0.5577
- LUMO energy (alpha / beta) (eV) = -8.50 / -8.50
- HOMO-LUMO gap (alpha / beta) (eV) = 6.40 / 6.67
- multiplicity = 2

CARTESIAN COORDINATES (ANGSTROEM)
Sn1 2.1316 -0.8692 -1.1026
C1 -0.1474 -0.0866 2.3119
C2 -0.9699 0.7250 1.3419
N1 -1.9783 1.2975 1.8544
C3 -2.8357 2.2483 1.3607
C4 -2.5341 3.1743 0.4503
C5 -3.3804 4.3818 0.2064
O1 -2.3846 5.2721 -0.4706
C6 -0.9796 1.8623 -1.0852
C7 -0.0186 2.0660 -2.2472
N2 0.7550 1.1763 -2.7083
C8 1.4456 1.4972 -3.9111
C9 0.7425 1.6961 -5.0933
C10 1.4229 1.9233 -6.2803
C11 2.8064 1.9584 -6.2997
C12 3.5268 1.7809 -5.1249
C13 2.8399 1.5478 -3.9469
I1 3.9146 1.3890 -2.1615
C14 -0.4939 0.7129 -0.1219
O2 0.7670 0.3771 -0.1755
H1 0.2697 0.6025 3.0476
H2 0.6565 -0.6524 1.8561
H3 -0.8117 -0.7597 2.8522
H4 -3.7742 2.2954 1.8994
H5 -3.6851 4.9238 1.1002
H6 -4.2130 4.2552 -0.4890
H7 -2.8101 5.9853 -0.9842
H8 -0.0527 3.0359 -2.7465
H9 -0.3398 1.6453 -5.0805
H10 0.8675 2.0681 -7.1952
H11 3.3342 2.1273 -7.2264
H12 4.6057 1.8268 -5.1353
I2 -0.4411 -2.9919 -0.0014
C15 -2.0950 -2.9209 1.2888
C16 -2.0838 -3.8901 2.2576
C17 -3.1603 -4.0224 3.1532
C18 -4.2269 -3.1860 3.0362
C19 -4.2597 -2.1811 2.0411
C20 -5.4122 -1.3627 1.9517
C21 -5.5140 -0.3852 1.0104
C22 -4.4359 -0.1708 0.1377
C23 -3.2929 -0.9352 0.1818
P1 -2.0235 -0.4603 -1.0082
C24 -2.2512 1.2350 -1.6217
C25 -3.1145 1.7731 -2.4802
C26 -3.0089 3.1182 -3.0493
C27 -2.3060 4.1737 -2.6216
C28 -1.5239 4.3594 -1.3611
C29 -1.2774 3.2027 -0.3789
C30 -2.2632 -1.4463 -2.5102
C31 -1.7079 -1.0430 -3.7209
C32 -2.0200 -1.7265 -4.8833
C33 -2.8761 -2.8195 -4.8409
C34 -3.4127 -3.2367 -3.6291
C35 -3.1094 -2.5531 -2.4643
C36 -3.1725 -2.0027 1.1368
H13 -1.2499 -4.5725 2.3344
H14 -3.1339 -4.7939 3.9086
H15 -5.0746 -3.2790 3.7010
H16 -6.2205 -1.5406 2.6481
H17 -6.4015 0.2246 0.9330
H18 -4.5161 0.6326 -0.5819
H19 -3.9311 1.1676 -2.8580
H20 -3.5547 3.2602 -3.9754
H21 -2.3196 5.0575 -3.2508
H22 -0.6429 4.9816 -1.5271
H23 -0.4229 3.4698 0.2551
H24 -1.0343 -0.1991 -3.7668
H25 -1.5991 -1.4019 -5.8252
H26 -3.1290 -3.3434 -5.7519
H27 -4.0790 -4.0866 -3.5929
H28 -3.5458 -2.8813 -1.5297
Cl1 0.7103 -5.6719 -3.3133
Ge1 0.6718 -4.1315 -4.7820
Cl2 1.5118 -2.3643 -3.7702
Cl3 1.9304 -4.5390 -6.4337
C37 1.5681 -1.0831 5.5164
C38 2.7880 -1.1207 6.4158
S1 4.3245 -1.3048 5.5415
O3 4.1108 -2.1963 4.4214
O4 5.3498 -1.5737 6.4990
C39 4.6429 0.3305 4.8310
C40 5.4880 0.2701 3.5631
N3 4.8450 -0.3902 2.4171
C41 3.8768 0.1459 1.6589
N4 3.4816 -0.7160 0.7213
C42 4.2264 -1.8633 0.8927
C43 5.0640 -1.6623 1.9345
N5 6.0475 -2.6216 2.4060
O5 5.8565 -3.7529 2.0438
O6 6.9434 -2.2273 3.1125
C44 3.3664 1.5291 1.8057
H29 0.6694 -1.0332 6.1260
H30 1.5244 -1.9730 4.8912
H31 1.5799 -0.2060 4.8664
H32 2.7795 -1.9762 7.0926
H33 2.8921 -0.2237 7.0271
H34 5.2275 0.8739 5.5726
H35 3.6910 0.8463 4.7066
H36 6.4150 -0.2673 3.7513
H37 5.7539 1.2808 3.2464
H38 4.1342 -2.7445 0.2823
H39 4.1226 2.2570 1.5056
H40 3.0863 1.7506 2.8358
H41 2.4875 1.6510 1.1745

Löwdin population analysis, charges in e, atoms 1 to 2: 0.978 -0.016

---

DFT (the ωB97M-V functional and the def2-TZVPD basis) results for C44H41N5O5Ti as an isolated structure.

Results
- charge = -1
- highest occupied orbital energy (alpha / beta) (hartree) = -0.1173 / -0.1172
- LUMO energy (alpha / beta) (eV) = 2.29 / 2.32
- HOMO-LUMO gap (alpha / beta) (eV) = 5.48 / 5.51
- multiplicity = 2

CARTESIAN COORDINATES (ANGSTROEM)
Ti1 0.6781 1.2144 0.7706
O1 2.8901 0.6220 4.2240
C1 1.9964 0.7824 3.3863
N1 2.2393 1.0178 2.0233
C2 3.4785 0.6891 1.4441
C3 4.6037 0.1544 2.0729
C4 5.7289 -0.1760 1.3215
C5 5.7673 0.0294 -0.0484
C6 4.6615 0.5752 -0.6940
C7 3.5328 0.8941 0.0448
N2 2.3505 1.4671 -0.4397
C8 2.2100 2.0876 -1.6091
O2 2.8867 2.0329 -2.6334
C9 1.0169 3.0358 -1.5660
C10 0.7316 3.8428 -2.6518
C11 -0.2866 4.7751 -2.5496
C12 -0.9903 4.8705 -1.3603
C13 -0.6584 4.0103 -0.3277
N3 0.3225 3.1160 -0.4193
C14 0.5967 0.7448 3.7336
C15 0.1490 0.1816 4.9219
C16 -1.1547 -0.2461 5.0817
C17 -1.9675 -0.2294 3.9108
C18 -1.5745 0.3670 2.7673
N4 -0.3864 1.2152 2.7536
H1 4.5847 0.0035 3.1389
H2 6.5900 -0.5979 1.8271
H3 6.6512 -0.2297 -0.6186
H4 4.6551 0.7495 -1.7600
H5 1.3311 3.7158 -3.5423
H6 -0.5287 5.4210 -3.3842
H7 -1.7931 5.5825 -1.2325
H8 -1.2081 4.0302 0.6021
H9 0.8987 0.0010 5.6842
H10 -1.4983 -0.7084 5.9958
H11 -2.8999 -0.7862 3.8950
H12 -2.1496 0.3331 1.8540
C19 -0.8005 2.6409 2.9986
C20 -1.3926 2.9430 4.3456
C21 -2.7691 2.8890 4.5407
C22 -3.3153 3.1321 5.7919
C23 -2.4867 3.4408 6.8621
C24 -1.1138 3.5189 6.6710
C25 -0.5714 3.2754 5.4188
H13 -1.5336 2.8661 2.2200
H14 0.0956 3.2531 2.8479
H15 -3.4099 2.6349 3.7048
H16 -4.3876 3.0747 5.9340
H17 -2.9104 3.6254 7.8418
H18 -0.4635 3.7618 7.5022
H19 0.5015 3.3141 5.2729
C26 -0.6708 -2.9523 -7.5168
C27 -0.0119 -2.8095 -6.1698
C28 1.2411 -3.3676 -5.9515
C29 1.8770 -3.2211 -4.7281
C30 1.2411 -2.5506 -3.7003
C31 -0.0228 -1.9992 -3.8959
N5 -0.6330 -1.3005 -2.8344
C32 -1.8287 -1.6596 -2.2409
C33 -2.5066 -2.8248 -2.6203
C34 -3.7220 -3.1580 -2.0488
C35 -4.3046 -2.3450 -1.0862
C36 -3.6355 -1.1954 -0.6990
C37 -2.4077 -0.8442 -1.2445
C38 -1.7346 0.3796 -0.6948
O3 -2.3952 1.2845 -0.1922
O4 -0.4379 0.3769 -0.7311
C39 -0.6472 -2.0928 -5.1472
C40 -1.9593 -1.4059 -5.4102
H20 -0.0923 -3.6167 -8.1579
H21 -0.7561 -1.9879 -8.0233
H22 -1.6810 -3.3568 -7.4277
H23 1.7263 -3.9113 -6.7539
H24 2.8619 -3.6412 -4.5692
H25 1.7150 -2.4497 -2.7328
H26 -0.0567 -0.6911 -2.2670
H27 -2.0600 -3.4763 -3.3601
H28 -4.2157 -4.0720 -2.3578
H29 -5.2550 -2.6075 -0.6415
H30 -4.0518 -0.5336 0.0498
H31 -2.7984 -2.1067 -5.3869
H32 -1.9546 -0.9336 -6.3932
H33 -2.1511 -0.6414 -4.6604
C41 0.7326 -3.4294 1.4078
C42 1.1857 -3.1600 -0.0260
C43 1.7275 -1.7512 0.1050
O5 0.8101 -1.0959 0.9919
C44 0.1751 -2.0776 1.8451
H34 1.5844 -3.7145 2.0281
H35 -0.0221 -4.2121 1.4764
H36 0.3308 -3.1774 -0.7076
H37 1.9376 -3.8633 -0.3845
H38 1.7525 -1.1831 -0.8249
H39 2.7293 -1.7481 0.5439
H40 -0.9005 -2.0074 1.6857
H41 0.3868 -1.8276 2.8842

Löwdin population analysis, charges in e, atoms 1 to 2: 1.156 -0.004

---

DFT (the ωB97M-V functional and the def2-TZVPD basis) results for C44H42N5O3P2PtSe2 as an isolated structure.

Results
- charge = +1
- highest occupied orbital energy (alpha / beta) (hartree) = -0.3727 / -0.3741
- LUMO energy (alpha / beta) (eV) = -2.65 / -5.95
- HOMO-LUMO gap (alpha / beta) (eV) = 7.49 / 4.23
- multiplicity = 5

CARTESIAN COORDINATES (ANGSTROEM)
Pt1 0.0078 -0.1294 0.0655
N1 -0.9771 1.4572 1.5128
N2 -1.5019 2.4412 0.6822
C1 -0.8772 2.6717 -0.5443
O1 -1.1880 3.6512 -1.1865
O2 0.0021 1.7610 -0.8914
H1 -1.7037 1.0175 2.0564
H2 -0.2436 1.8086 2.1183
H3 -1.9492 3.2377 1.1008
Se1 4.2329 -2.7898 5.1728
P1 3.9440 -0.7441 4.6933
C2 5.4817 0.1451 4.3817
C3 5.4566 1.5312 4.2158
C4 6.6421 2.2239 4.0440
C5 7.8521 1.5389 4.0408
C6 7.8762 0.1609 4.2066
C7 6.6883 -0.5411 4.3791
C8 3.1171 0.1846 6.0133
C9 3.5890 0.0179 7.3144
C10 2.9944 0.7102 8.3593
C11 1.9250 1.5657 8.1118
C12 1.4546 1.7347 6.8179
C13 2.0526 1.0479 5.7659
C14 2.9213 -0.4473 3.2279
C15 1.6703 -0.8829 2.7925
N3 1.4684 -0.2490 1.5998
N4 2.5108 0.5295 1.3232
N5 3.3798 0.4296 2.3041
P2 0.3996 -1.9509 3.4437
Se2 -1.2988 -1.8125 2.0889
C16 -0.1039 -1.4544 5.0960
C17 -1.1853 -0.5847 5.2663
C18 -1.5580 -0.1893 6.5421
C19 -0.8636 -0.6685 7.6456
C20 0.1993 -1.5468 7.4767
C21 0.5812 -1.9498 6.2056
C22 0.9471 -3.6471 3.4761
C23 0.2241 -4.5679 4.2365
C24 0.5924 -5.9030 4.2161
C25 1.6626 -6.3130 3.4296
C26 2.3675 -5.3943 2.6621
C27 2.0133 -4.0557 2.6831
H4 4.5132 2.0639 4.2164
H5 6.6263 3.3001 3.9129
H6 8.7804 2.0849 3.9118
H7 8.8204 -0.3715 4.2067
H8 6.6961 -1.6143 4.5155
H9 4.4130 -0.6614 7.5023
H10 3.3648 0.5806 9.3706
H11 1.4624 2.1074 8.9309
H12 0.6229 2.4047 6.6238
H13 1.6927 1.1907 4.7529
H14 -1.7383 -0.2244 4.4098
H15 -2.3976 0.4832 6.6732
H16 -1.1564 -0.3628 8.6440
H17 0.7402 -1.9258 8.3369
H18 1.4157 -2.6299 6.0793
H19 -0.6067 -4.2405 4.8526
H20 0.0453 -6.6235 4.8120
H21 1.9550 -7.3566 3.4226
H22 3.2093 -5.7151 2.0606
H23 2.5821 -3.3327 2.1126
C28 -1.4631 -5.6382 -4.4618
C29 -0.5879 -4.5020 -4.0036
C30 -0.2272 -3.4808 -4.8725
C31 0.5477 -2.4077 -4.4579
C32 0.9247 -1.3421 -5.4677
C33 0.9468 -2.3388 -3.1075
C34 1.5878 -1.0985 -2.6876
O3 1.6451 -0.6161 -1.5599
C35 0.6605 -3.4082 -2.2243
C36 1.2118 -3.4959 -0.8191
C37 -0.1015 -4.4643 -2.6939
H24 -1.5353 -5.6763 -5.5483
H25 -2.4725 -5.5198 -4.0623
H26 -1.0808 -6.5938 -4.1028
H27 -0.5530 -3.5266 -5.9089
H28 0.5870 -1.6334 -6.4599
H29 2.0063 -1.2030 -5.5122
H30 0.4762 -0.3728 -5.2381
H31 2.0522 -0.5100 -3.4891
H32 2.2397 -3.1357 -0.7600
H33 1.1741 -4.5282 -0.4750
H34 0.6290 -2.9032 -0.1133
H35 -0.3232 -5.2887 -2.0206
C38 -1.7126 -1.1202 -1.1332
C39 -2.5779 -0.0344 -1.4290
C40 -3.6953 0.2544 -0.6021
C41 -4.5899 1.2314 -0.9555
C42 -4.3887 1.9719 -2.1258
C43 -3.2847 1.7191 -2.9480
C44 -2.3881 0.7408 -2.6046
H36 -1.1587 -1.5228 -1.9767
H37 -2.1191 -1.8813 -0.4805
H38 -3.8455 -0.3295 0.3012
H39 -5.4520 1.4341 -0.3328
H40 -5.0889 2.7531 -2.3939
H41 -3.1335 2.3071 -3.8445
H42 -1.5152 0.5511 -3.2206

Löwdin population analysis, charges in e, atoms 1 to 2: 1.200 -0.029